# C4H11NO2S

2 unconnected molecules or ions with the total composition C4H11NO2S (the ωB97M-V functional and the def2-TZVPD basis, OMol25).

Output
E_HOMO in eV: -9.2941
ΔE to the lowest compared entry with this formula, charge and spin in kJ/mol: 285.3
Orbital gap in eV: 9.7
E_tot in eV: -20744.3460
SMILES: CN[C@H](C=O)CS.O

```
! RIJCOSX wB97M-V def2-TZVPD def2/J DEFGRID3
* xyz 0 1
C 1.374 -0.745 -1.312
N 0.354 -1.182 -0.395
C 0.070 -0.104 0.506
C -1.259 -0.332 1.178
S -2.023 0.847 2.362
C 1.213 0.137 1.623
O 1.693 1.199 1.922
H 1.073 -0.832 -2.380
H 1.653 0.454 -1.191
H 2.246 -1.268 -1.246
H -0.437 -1.532 -0.931
H 0.154 0.858 -0.021
H -2.067 -0.741 0.644
H -1.010 -1.015 1.964
H -1.638 1.935 1.785
H 1.446 -0.770 2.215
H -0.557 0.645 -2.724
H -1.439 0.971 -1.758
O -0.848 1.474 -2.241
*
```

# C4H11NO2Si

A single C4H11NO2Si molecule (the ωB97M-V functional and the def2-TZVPD basis, OMol25).

Output
E_HOMO in eV: -10.7893
ΔE to the lowest compared entry with this formula, charge and spin in kJ/mol: 271.3
Orbital gap in eV: 11.1
E_tot in eV: -17786.3803
SMILES: C[Si](C)(C)C[N+](=O)[O-]

```
! RIJCOSX wB97M-V def2-TZVPD def2/J DEFGRID3
* xyz 0 1
C -0.489 -1.271 -1.487
C -1.655 -0.202 1.447
C -0.509 1.551 -0.682
C 1.299 -0.124 1.098
N 2.486 -0.122 0.206
O 3.119 0.916 0.010
O 2.615 -1.166 -0.412
Si -0.355 -0.138 0.087
H 0.493 -1.427 -1.917
H -1.124 -2.200 -1.522
H -0.939 -0.670 -2.238
H -1.450 -0.803 2.321
H -1.840 0.892 1.532
H -2.599 -0.551 1.031
H 0.337 1.544 -1.339
H -1.311 1.580 -1.559
H -0.515 2.451 0.011
H 1.119 0.787 1.662
H 1.320 -1.045 1.750
*
```

# C4H11NO3

2 unconnected molecules or ions with the total composition C4H11NO3 (the ωB97M-V functional and the def2-TZVPD basis, OMol25).

Output
E_HOMO in eV: -9.6376
ΔE to the lowest compared entry with this formula, charge and spin in kJ/mol: 205.1
Orbital gap in eV: 10.2
E_tot in eV: -11957.9836
SMILES: CCCNC(=O)O.O

```
! RIJCOSX wB97M-V def2-TZVPD def2/J DEFGRID3
* xyz 0 1
C 0.559 1.470 -0.879
N 0.148 1.997 0.447
C 0.433 1.142 1.581
O 1.478 0.384 1.421
O -0.233 1.134 2.598
C -0.391 0.480 -1.546
C -0.909 -0.718 -0.553
H 0.549 2.267 -1.575
H 1.512 0.933 -0.742
H -0.412 2.803 0.493
H 1.429 -0.446 1.792
H 0.118 -0.171 -2.369
H -1.255 1.058 -1.998
H -1.986 -0.705 -0.542
H -0.185 -1.558 -0.796
H -0.724 -0.406 0.555
H -0.538 -3.218 0.061
H 0.130 -3.038 1.441
O 0.278 -3.409 0.609
*
```

# C4H11NO3

2 unconnected molecules or ions with the total composition C4H11NO3 (the ωB97M-V functional and the def2-TZVPD basis, OMol25).

Output
E_HOMO in eV: -9.6008
ΔE to the lowest compared entry with this formula, charge and spin in kJ/mol: 292.4
Orbital gap in eV: 10.2
E_tot in eV: -11957.0785
SMILES: CCC(=O)NCO.O

```
! RIJCOSX wB97M-V def2-TZVPD def2/J DEFGRID3
* xyz 0 1
O -1.193 -0.508 0.687
C -0.516 0.095 -0.103
N 0.719 -0.373 -0.734
C 2.094 0.197 -0.733
O 2.697 0.093 0.475
C -0.982 1.434 -0.659
C -1.948 2.256 0.122
H 0.811 -1.387 -0.738
H 2.652 -0.470 -1.446
H 2.028 1.246 -1.026
H 2.160 0.734 1.109
H -0.234 1.913 -1.413
H -1.452 1.108 -1.710
H -1.504 2.527 1.148
H -2.179 3.171 -0.352
H -2.882 1.697 0.039
H -0.315 -2.464 1.516
H -1.745 -2.830 0.642
O -0.787 -2.901 0.790
*
```

# C4H11NO3

2 unconnected molecules or ions with the total composition C4H11NO3 (the ωB97M-V functional and the def2-TZVPD basis, OMol25).

Output
E_HOMO (alpha / beta) in eV: -14.7186 / -14.7112
ΔE to the lowest compared entry with this formula, charge and spin in kJ/mol: 227.2
Orbital gap (alpha / beta) in eV: 10.0 / 5.4
E_tot in eV: -11948.6868

```
! RIJCOSX wB97M-V def2-TZVPD def2/J DEFGRID3
* xyz 1 2
O -1.853 1.025 0.975
C -1.133 0.175 1.378
C -0.231 -0.757 0.561
C 0.567 0.256 -0.436
C 1.676 -0.424 -1.217
O 1.189 1.191 0.444
N 0.792 -1.361 1.346
H -1.190 -0.061 2.466
H -0.779 -1.559 0.048
H -0.063 0.866 -1.076
H 2.629 0.093 -1.271
H 1.391 -0.633 -2.253
H 1.890 -1.422 -0.787
H 0.858 2.095 0.495
H 1.301 -0.613 1.832
H 0.498 -2.038 2.051
H -2.243 0.928 -0.794
H -2.855 1.519 -2.045
O -2.443 0.720 -1.717
*
```

# C4H11NO4S

3 unconnected molecules or ions with the total composition C4H11NO4S (the ωB97M-V functional and the def2-TZVPD basis, OMol25).

Output
E_HOMO in eV: 0.1100
ΔE to the lowest compared entry with this formula, charge and spin in kJ/mol: 109.2
Orbital gap in eV: 6.0
E_tot in eV: -24842.2626

```
! RIJCOSX wB97M-V def2-TZVPD def2/J DEFGRID3
* xyz -2 1
C -1.578 -0.174 0.923
C -0.652 0.838 0.313
C -1.414 1.947 -0.291
S -0.482 3.204 -1.343
N 0.442 0.317 -0.539
C 1.211 -0.852 -0.221
O 0.814 -1.581 0.721
O 2.144 -0.961 -1.063
H -1.094 -0.749 1.714
H -2.030 -0.910 0.206
H -2.396 0.417 1.350
H 0.015 1.362 1.077
H -2.143 1.530 -1.069
H -1.931 2.572 0.387
H 0.845 0.981 -1.187
H -0.009 -1.679 -2.260
H 0.683 -2.839 -1.916
O -0.185 -2.653 -2.315
H 3.161 0.016 1.381
H 1.854 -0.560 1.916
O 2.746 -0.227 2.217
*
```

# C4H11NOS

A single C4H11NOS molecule (the ωB97M-V functional and the def2-TZVPD basis, OMol25).

Output
E_HOMO in eV: -8.8714
ΔE to the lowest compared entry with this formula, charge and spin in kJ/mol: 154.5
Orbital gap in eV: 9.6
E_tot in eV: -18698.3175
SMILES: OCNCCCS

```
! RIJCOSX wB97M-V def2-TZVPD def2/J DEFGRID3
* xyz 0 1
C -0.173 -0.404 1.003
N -0.317 -0.646 -0.430
C -1.516 -1.428 -0.760
O -1.660 -1.654 -2.130
C 0.726 0.843 1.342
C 0.817 1.906 0.250
S 2.451 1.946 -0.562
H -1.185 -0.323 1.395
H 0.261 -1.287 1.483
H 0.479 -1.112 -0.843
H -2.385 -0.813 -0.524
H -1.485 -2.361 -0.180
H -0.876 -1.980 -2.573
H 1.700 0.472 1.643
H 0.290 1.247 2.260
H 0.573 2.897 0.629
H 0.142 1.756 -0.583
H 2.158 0.941 -1.422
*
```

# C4H11NOS

A single C4H11NOS molecule (the ωB97M-V functional and the def2-TZVPD basis, OMol25).

Output
E_HOMO in eV: -8.9797
ΔE to the lowest compared entry with this formula, charge and spin in kJ/mol: 321.2
Orbital gap in eV: 9.9
E_tot in eV: -18696.5898
SMILES: CN[C@H](CO)CS

```
! RIJCOSX wB97M-V def2-TZVPD def2/J DEFGRID3
* xyz 0 1
C 1.529 1.021 -1.516
N 0.204 0.212 -1.636
C -0.610 0.244 -0.391
C 0.167 -0.408 0.749
S 0.398 -2.282 0.751
C -0.600 1.741 0.099
O -1.590 1.748 1.159
H 1.434 1.839 -2.128
H 1.717 1.438 -0.436
H 2.445 0.519 -1.521
H 0.298 -0.774 -1.951
H -1.659 -0.213 -0.510
H -0.323 -0.257 1.686
H 1.258 -0.145 0.964
H 0.035 -2.400 -0.523
H 0.333 1.902 0.635
H -1.133 2.312 -0.623
H -2.394 1.232 0.917
*
```

# C4H11NOS

A single C4H11NOS molecule (the ωB97M-V functional and the def2-TZVPD basis, OMol25).

Output
E_HOMO in eV: -8.9106
ΔE to the lowest compared entry with this formula, charge and spin in kJ/mol: 348.6
Orbital gap in eV: 9.7
E_tot in eV: -18696.3053
SMILES: CN[C@H](CO)CS

```
! RIJCOSX wB97M-V def2-TZVPD def2/J DEFGRID3
* xyz 0 1
C 2.562 0.630 -0.233
N 1.563 0.676 0.764
C 0.271 -0.084 0.487
C -0.526 0.581 -0.534
S -2.086 1.177 0.081
C 0.728 -1.547 0.046
O -0.394 -2.484 -0.361
H 3.173 -0.436 -0.218
H 2.147 0.453 -1.294
H 3.119 1.546 -0.137
H 1.342 1.613 1.011
H -0.192 -0.494 1.454
H -0.803 0.106 -1.472
H 0.096 1.518 -1.036
H -2.903 0.773 -1.076
H 1.235 -1.506 -0.970
H 1.153 -2.106 0.920
H -0.986 -2.642 0.458
*
```

# C4H11NOS

A single C4H11NOS molecule (the ωB97M-V functional and the def2-TZVPD basis, OMol25).

Output
E_HOMO in eV: -9.0693
ΔE to the lowest compared entry with this formula, charge and spin in kJ/mol: 357.7
Orbital gap in eV: 9.8
E_tot in eV: -18696.2115
SMILES: CN[C@H](CO)CS

```
! RIJCOSX wB97M-V def2-TZVPD def2/J DEFGRID3
* xyz 0 1
C 0.829 -1.332 1.468
N -0.004 -1.568 0.177
C -0.147 -0.323 -0.571
C -1.421 0.425 -0.007
S -2.049 1.995 -0.979
C 1.231 0.568 -0.717
O 1.562 1.509 -1.785
H 0.502 -2.245 2.119
H 1.897 -1.452 1.661
H 0.039 -0.615 1.835
H 0.307 -2.422 -0.328
H -0.529 -0.614 -1.646
H -1.262 0.763 0.959
H -2.332 -0.132 0.070
H -2.527 2.490 0.145
H 1.083 1.120 0.207
H 2.006 -0.261 -0.719
H 0.814 2.095 -1.889
*
```

# C4H11NOS

2 unconnected molecules or ions with the total composition C4H11NOS (the ωB97M-V functional and the def2-TZVPD basis, OMol25).

Output
E_HOMO (alpha / beta) in eV: -8.2713 / -8.9311
ΔE to the lowest compared entry with this formula, charge and spin in kJ/mol: 214.8
Orbital gap (alpha / beta) in eV: 9.2 / 7.2
E_tot in eV: -18691.4279

```
! RIJCOSX wB97M-V def2-TZVPD def2/J DEFGRID3
* xyz 0 3
C 1.304 -0.115 1.591
C 0.731 0.869 -0.846
C -2.090 -0.764 -0.921
C 0.585 -0.059 0.303
N -1.676 1.379 0.698
O -1.426 -0.864 1.829
S -1.195 -0.060 0.666
H 2.141 -0.854 1.401
H 1.481 0.997 1.702
H 0.718 -0.535 2.429
H 0.685 1.899 -0.427
H 0.050 0.567 -1.745
H 1.817 0.920 -1.222
H -1.776 -1.777 -0.989
H -3.047 -0.653 -0.575
H -1.649 -0.109 -1.639
H 1.079 -1.912 -1.089
H -2.294 1.404 1.498
*
```

# C4H11NOS

A gas-phase ion, C4H11NOS (charge +1) (the ωB97M-V functional and the def2-TZVPD basis, OMol25).

Output
E_HOMO (alpha / beta) in eV: -13.2260 / -13.1962
ΔE to the lowest compared entry with this formula, charge and spin in kJ/mol: 79.1
Orbital gap (alpha / beta) in eV: 10.1 / 5.6
E_tot in eV: -18690.2616

```
! RIJCOSX wB97M-V def2-TZVPD def2/J DEFGRID3
* xyz 1 2
C -0.640 -2.407 1.234
N 0.246 -1.822 0.308
C 0.284 -0.476 -0.138
C -1.100 0.168 -0.176
S -1.068 1.701 -1.154
C 1.237 0.396 0.824
O 2.444 0.687 0.193
H -0.697 -3.485 1.134
H -0.333 -2.232 2.286
H -1.642 -1.959 1.222
H 0.940 -2.436 -0.139
H 0.737 -0.470 -1.114
H -1.476 0.407 0.822
H -1.835 -0.506 -0.618
H -2.347 1.614 -1.535
H 0.705 1.282 1.148
H 1.535 -0.205 1.681
H 2.341 1.403 -0.451
*
```

Copy entry 6 word for word.
# C4H11NO4S

3 unconnected molecules or ions with the total composition C4H11NO4S (the ωB97M-V functional and the def2-TZVPD basis, OMol25).

Output
E_HOMO in eV: 0.1100
ΔE to the lowest compared entry with this formula, charge and spin in kJ/mol: 109.2
Orbital gap in eV: 6.0
E_tot in eV: -24842.2626

```
! RIJCOSX wB97M-V def2-TZVPD def2/J DEFGRID3
* xyz -2 1
C -1.578 -0.174 0.923
C -0.652 0.838 0.313
C -1.414 1.947 -0.291
S -0.482 3.204 -1.343
N 0.442 0.317 -0.539
C 1.211 -0.852 -0.221
O 0.814 -1.581 0.721
O 2.144 -0.961 -1.063
H -1.094 -0.749 1.714
H -2.030 -0.910 0.206
H -2.396 0.417 1.350
H 0.015 1.362 1.077
H -2.143 1.530 -1.069
H -1.931 2.572 0.387
H 0.845 0.981 -1.187
H -0.009 -1.679 -2.260
H 0.683 -2.839 -1.916
O -0.185 -2.653 -2.315
H 3.161 0.016 1.381
H 1.854 -0.560 1.916
O 2.746 -0.227 2.217
*
```

ΔE to the lowest compared entry with this formula, charge and spin of number 9 (C4H11NOS)?
348.6 kJ/mol

Which value of E_tot does entry 7 give?
-18698.3175 eV

Among the records above, which one has the lowest ΔE to the lowest compared entry with this formula, charge and spin?
number 12